1.
Formula: C29H31N2O
Source: OMol25
Level of theory: ωB97M-V/def2-TZVPD

Values from the calculation:
- highest occupied orbital energy (eV) = -10.15
- relative energy (zero: lowest compared OMol25 entry of this formula, charge and spin) (kJ/mol) = 0.00
- orbital gap (hartree) = 0.1966
- net charge = +1

```
63
Properties=species:S:1:pos:R:3:forces:R:3:mulliken_charge:R:1
H 6.226555 0.628102 -1.532322 -0.09 -0.17 -0.07 0.379
C 2.283666 -0.276055 -1.048131 0.32 1.25 -0.40 0.554
C -2.884792 -1.110467 -2.105382 0.28 0.70 0.35 -0.663
C 1.943951 -2.068359 2.239612 -0.14 0.03 0.20 -0.782
N 3.433975 0.556525 -1.086972 0.09 -0.43 -0.20 0.113
H 2.590163 2.180432 -2.145439 0.26 -0.01 0.10 0.349
H -2.831946 -0.591700 4.468094 0.03 0.02 0.32 0.323
H 2.763042 -4.686178 0.286499 0.09 -0.15 -0.04 0.435
C 2.234031 -1.365068 -0.042837 0.35 -0.23 0.15 -0.350
H 0.351807 -0.657677 -1.774095 -0.23 -0.33 0.00 0.299
H -1.786159 1.999471 -1.443193 0.20 0.16 -0.11 0.400
C 1.931146 -1.077241 1.284527 0.00 0.10 -0.38 0.064
C -2.945710 0.299430 -2.052940 -0.49 -0.64 -0.68 0.225
H -0.740726 3.608196 1.427545 -0.02 0.05 0.15 0.439
C 4.559615 0.184864 -0.215884 -0.42 0.04 -0.01 -0.413
H 2.807447 2.437690 -0.418608 0.01 0.27 0.21 0.083
C -1.345780 1.582274 1.222079 -0.09 -0.15 1.79 0.041
H -5.095883 -1.716728 -4.566151 -0.10 -0.11 -0.14 0.423
C -2.908873 -0.093105 1.095066 -0.19 -0.62 0.43 1.268
H 2.763695 -2.910515 -1.414067 0.09 -0.04 -0.26 0.481
H -0.386986 2.913643 -0.146547 -0.03 -0.15 0.05 0.373
C -4.497699 -1.747408 1.759317 -0.12 -0.10 0.23 -0.919
H 0.588870 2.467902 1.242838 0.11 -0.02 0.06 0.328
C -2.218923 1.078913 -1.082690 0.11 -0.02 2.21 -0.623
C -4.093963 -1.612105 3.087193 -0.03 -0.15 -0.27 -0.729
C -4.487266 -1.156797 -3.877531 -0.05 0.04 -0.04 -0.423
H -1.243041 2.691164 3.834965 -0.02 -0.01 -0.03 0.339
C 5.828797 0.950626 -0.563658 -0.13 0.13 -0.28 -0.796
C -3.921469 -0.998163 0.764617 0.33 0.47 -0.01 -0.345
C 4.612298 2.687824 -1.592363 0.30 -0.28 0.04 -0.821
H -5.272965 -2.450662 1.505120 -0.13 -0.11 0.01 0.448
C -2.541260 0.079624 2.439654 -0.80 -0.63 -0.78 0.099
O 5.596564 2.350590 -0.626191 -0.23 0.14 0.38 -0.393
H 4.726200 -0.894542 -0.316413 0.10 0.28 0.04 0.424
C -1.000781 1.636188 3.712821 0.19 0.12 -0.09 -0.986
C -4.550219 0.225749 -3.869977 -0.22 -0.09 -0.22 -0.700
C 2.540225 -2.677619 -0.388069 -0.12 0.42 -0.23 -0.076
C 2.548076 -3.668618 0.567823 -0.07 -0.26 0.07 -0.670
H 0.080438 1.520235 3.669896 0.05 0.01 0.04 0.331
N -1.594714 1.117753 2.486590 0.48 0.70 -1.51 0.322
C 2.255574 -3.363217 1.881233 -0.01 -0.28 0.18 -0.423
H 4.996391 2.403511 -2.577883 -0.18 -0.13 -0.13 0.390
H -2.230380 -1.628706 -1.427056 0.17 -0.14 0.17 0.605
H -3.570151 -2.895029 -3.041551 0.04 -0.11 0.02 0.428
H -5.214101 0.736155 -4.549093 -0.03 0.09 -0.08 0.421
H 4.513651 3.779830 -1.587763 -0.07 -0.27 0.14 0.342
C -0.424956 2.698254 0.919069 0.08 0.07 0.10 -1.695
H -3.820729 2.020587 -2.996747 -0.01 0.28 -0.04 0.441
C 1.235313 -0.058717 -1.852342 0.11 0.05 0.29 -1.437
H 4.265143 0.376180 0.820238 0.31 0.06 0.25 0.304
H 1.674407 -0.068117 1.552472 -0.01 0.37 0.11 0.591
C -3.637223 -1.819064 -3.009540 0.01 -0.20 -0.12 -0.665
H -1.375773 1.094443 4.578450 -0.05 -0.04 -0.20 0.358
C -2.126001 0.840496 0.306249 -0.74 -0.25 -2.46 1.798
H 6.609913 0.776699 0.186828 -0.30 0.11 -0.10 0.344
H -4.537674 -2.241939 3.839559 -0.07 -0.02 0.16 0.426
H -4.256263 -1.083112 -0.252791 -0.10 -0.13 -0.03 0.470
H 2.253723 -4.140377 2.625318 0.03 -0.16 0.16 0.412
C -3.129716 -0.698329 3.442067 0.70 0.72 -0.02 -1.098
H 1.696521 -1.835589 3.262302 -0.01 0.03 0.19 0.428
C -3.769985 0.945834 -3.001100 0.65 0.16 0.72 -0.472
C 3.275852 2.009672 -1.309431 -0.13 -0.73 -0.04 -0.200
H 1.255032 0.712336 -2.593311 -0.07 0.26 -0.34 0.384
```
Forces are in eV/Å.

***

2.
Formula: C29H31N4O2RhS4Si2
Source: OMol25
Level of theory: ωB97M-V/def2-TZVPD

Values from the calculation:
- 2S+1 = 5
- highest occupied orbital energy (alpha / beta) (eV) = -0.65 / -2.14
- expectation value of S² = 6.04
- relative energy (zero: lowest compared OMol25 entry of this formula, charge and spin) (kJ/mol) = 0.00
- orbital gap (alpha / beta) (hartree) = 0.1832 / 0.1972
- net charge = -2

```
73
Properties=species:S:1:pos:R:3:forces:R:3:mulliken_charge:R:1
H 0.897996 -4.406950 5.017276 0.00 0.00 0.00 0.298
C -5.458780 0.375385 -0.277756 0.01 0.02 0.00 -0.110
H -1.662451 1.749649 3.005949 -0.01 0.03 0.01 0.203
C -1.745362 -1.552166 2.839172 0.01 -0.03 0.08 -1.043
C 2.667383 -2.092202 4.690366 0.01 0.02 -0.01 -0.645
Si 1.833437 -0.125596 0.511560 -0.05 -0.09 0.03 1.439
H -2.732736 -1.114499 2.680009 -0.01 0.00 0.00 0.264
C 0.701098 -5.804585 -0.654879 -0.04 0.00 -0.03 -0.230
S -0.268809 -1.884398 -1.553869 -0.01 0.00 -0.01 -0.281
H 0.900232 6.255137 -2.381643 0.00 0.00 0.00 0.315
H 0.676481 -1.430477 5.123457 0.00 0.00 0.00 0.333
H -0.093120 5.061276 1.610806 0.00 0.00 0.00 0.373
C 0.322536 -6.823007 2.059737 0.01 0.00 -0.01 -0.469
H 0.513764 -6.826550 5.447961 0.00 0.00 0.00 0.366
C 0.529326 -5.459963 1.830598 -0.01 0.01 0.02 -0.319
C 0.092706 3.489941 0.180197 0.00 0.00 0.03 -0.176
H 4.589968 -2.710571 3.957296 0.00 0.00 0.00 0.373
H -1.670377 -2.437003 2.204523 0.00 0.01 -0.01 0.186
H -0.153881 2.716692 0.895700 -0.01 0.01 -0.02 0.039
O -2.551324 2.151280 0.576523 0.00 0.01 0.00 -0.600
C -0.754041 1.273964 3.380749 -0.03 0.02 -0.05 -1.164
C 0.408619 5.828662 -0.332812 0.00 0.01 -0.01 -0.449
H -0.880332 1.040978 4.443942 0.00 -0.01 0.00 0.412
N 0.289304 -3.670921 0.337273 0.01 -0.03 0.00 -0.040
H 0.859469 3.893748 -3.081589 0.00 0.00 0.00 0.379
C -4.997717 -0.871553 -0.404124 0.01 -0.01 0.00 -1.034
H -1.662285 -1.864447 3.887349 0.00 0.01 -0.01 0.382
H 2.718418 -2.019850 -0.873970 -0.01 0.01 0.01 0.358
H 0.150559 -8.358045 3.530244 0.00 0.00 0.00 0.332
H -5.983852 2.779428 0.912870 0.00 0.00 0.00 0.368
H 3.741243 1.287655 1.186718 0.01 0.01 0.00 0.505
Si -0.393172 -0.310029 2.402182 0.03 -0.08 0.08 1.181
C 3.655510 -2.214709 3.717186 -0.01 -0.01 0.03 -0.607
C 1.225937 -1.011852 3.078868 -0.06 0.00 -0.02 -0.183
C 2.234169 -1.091093 2.111046 0.05 0.03 0.03 0.532
C 0.356801 3.128350 -1.144017 0.01 0.02 -0.02 0.677
C 0.518200 -6.444022 4.434130 0.00 -0.01 0.00 -0.609
H 3.951291 -0.783897 -0.566192 0.01 -0.01 -0.01 0.368
C -3.254755 1.197266 0.246510 0.00 -0.01 0.01 0.114
H 0.067039 1.989702 3.285921 0.00 -0.01 -0.01 0.258
H 2.235649 2.029370 1.742822 0.01 0.00 0.00 0.224
Rh -0.498900 0.008098 0.057676 0.08 0.07 -0.18 -0.066
N 0.497463 -4.965985 0.525509 0.02 -0.01 0.01 0.199
H 2.713766 2.192774 0.049118 0.00 0.00 -0.02 0.333
C -5.167966 2.753851 0.185580 0.00 0.00 0.00 -1.224
C 2.897346 -0.944315 -0.820536 -0.03 0.03 -0.02 -1.338
H -5.537714 3.120730 -0.776168 0.00 0.00 0.00 0.353
C -3.568669 -1.139209 -0.175666 -0.01 -0.02 0.00 0.190
S 0.063408 -4.822936 -1.976173 0.00 -0.02 0.00 -0.240
H 4.227121 -1.802531 1.697149 0.00 0.00 0.00 0.316
O -3.137151 -2.284297 -0.189756 0.01 0.01 -0.03 -0.601
H 0.427684 6.865666 -0.018027 0.00 0.00 0.00 0.337
N -2.763645 -0.047007 0.059960 0.03 0.01 0.04 0.383
S 0.381346 1.465620 -1.704396 -0.01 -0.03 0.05 -0.565
C 0.730133 -5.090707 4.194768 -0.01 -0.01 -0.02 -0.413
H 2.715625 -0.514083 -1.806288 -0.02 0.01 0.01 0.285
H 2.838233 -2.484699 5.687565 0.00 0.00 0.00 0.398
S 2.045234 -6.818588 -0.787007 0.02 -0.01 0.01 -0.415
C 0.051939 -3.400399 -0.950232 0.00 0.07 0.03 0.163
H 0.178447 -7.484216 1.218776 0.00 0.01 0.00 0.428
C 0.119388 4.817627 0.575593 0.01 -0.02 0.00 -0.710
C 0.738713 -4.592395 2.904713 -0.01 0.01 0.00 0.716
C 0.315500 -7.300591 3.358916 0.00 0.00 0.01 -0.583
H -5.641446 -1.700480 -0.655356 0.00 0.00 0.00 0.410
H 0.909079 -3.542226 2.714438 0.00 -0.01 0.00 0.126
N -4.635692 1.414602 0.060932 0.00 0.00 -0.01 0.214
C 0.671599 5.483814 -1.653486 0.00 0.01 0.01 -0.435
H -6.500219 0.638969 -0.424619 0.00 0.00 0.00 0.357
C 1.456483 -1.495163 4.368761 0.03 -0.01 -0.02 -0.555
C 3.443432 -1.707366 2.442843 -0.01 0.01 -0.02 -0.637
H -4.360388 3.396600 0.522725 0.00 0.00 0.00 0.328
C 2.707651 1.513867 0.902536 0.00 0.00 0.02 -1.439
C 0.648261 4.156477 -2.051433 0.00 -0.02 0.00 -0.641
```
Forces are in eV/Å.

***

3.
Formula: C29H31NO3P2Pd
Source: OMol25
Level of theory: ωB97M-V/def2-TZVPD

Values from the calculation:
- highest occupied orbital energy (eV) = -7.09
- orbital gap (hartree) = 0.2578
- net charge = 0

```
67
Properties=species:S:1:pos:R:3:forces:R:3:mulliken_charge:R:1
H -1.049425 3.163569 1.252405 0.02 0.03 0.02 0.079
H -1.188803 -1.429368 -3.439176 -0.01 -0.01 -0.01 0.429
H 0.163949 4.880147 -2.092044 0.00 -0.01 0.00 0.347
C -0.485268 3.538755 2.099443 -0.01 0.01 0.03 -0.295
C -2.680955 -0.615914 -0.474108 0.11 0.01 0.09 0.733
C -0.224065 -0.050498 3.817132 0.05 0.02 0.06 0.915
H -1.149143 -3.250894 4.433278 0.00 0.00 0.00 0.412
H -0.695756 -1.289721 -1.041745 -0.01 -0.02 0.00 0.742
C -4.917450 0.116392 4.021321 -0.01 0.00 0.00 -0.634
C 1.103776 3.168333 3.877739 -0.01 0.03 -0.01 -0.285
C -1.200062 -1.653839 5.867258 -0.01 -0.01 0.01 -0.532
P 0.354265 0.921855 2.408043 0.07 -0.26 -0.09 0.996
C -4.013205 1.118986 3.708965 0.01 0.00 0.01 -0.556
C -0.949882 -2.203357 4.617188 0.00 -0.01 -0.01 -0.615
H -1.590443 -2.274979 6.663038 0.00 0.00 0.00 0.397
O 3.515055 1.411966 0.338143 0.00 0.00 0.03 -0.688
C -3.171493 -0.169863 1.845381 -0.04 0.08 0.04 -0.244
H -3.501573 3.123521 -2.560329 0.01 0.01 0.00 0.335
O -1.110637 2.505542 -0.842851 -0.29 -0.03 0.20 -0.532
H -2.470076 1.782528 2.367118 -0.04 -0.04 0.01 0.281
C -2.720090 2.570625 -3.082476 0.04 0.02 0.05 -0.776
P -1.137798 2.886210 -2.283646 0.15 -0.02 -0.24 0.950
H -0.115134 0.934359 -3.175667 0.00 0.02 -0.01 0.118
H -4.099828 -2.084679 1.572919 0.00 0.00 0.00 0.507
H -3.973722 2.021007 4.307735 0.00 0.00 0.00 0.437
C -0.506690 4.891331 2.414378 -0.01 0.00 -0.02 -0.951
H -0.798440 4.905216 -3.588362 -0.01 -0.01 0.00 0.390
H 0.247894 6.433839 3.695963 0.00 0.00 0.00 0.402
H -4.783455 -0.175044 -0.266512 0.00 0.00 0.00 0.435
C -4.090077 -1.177941 2.166000 0.05 0.03 -0.04 0.049
H -2.702021 2.869247 -4.131468 0.01 0.00 0.00 0.432
C 0.103903 2.000759 -3.239370 -0.03 0.02 0.01 -1.010
C -0.805999 4.643541 -2.529841 0.01 -0.04 0.01 -1.322
C -1.976988 -1.140562 -2.754248 -0.04 -0.02 -0.02 -0.772
H -0.321451 -1.818213 2.602374 0.00 -0.01 -0.02 0.194
C 2.407881 1.023831 0.642401 -0.01 -0.07 -0.03 0.345
C -0.482138 0.496720 5.070267 -0.02 0.00 0.00 -0.284
H 1.751809 2.505308 4.438430 0.00 -0.01 0.01 0.448
O 1.404461 0.919508 -0.177856 0.00 0.06 -0.04 -0.557
C -1.681759 -0.984417 -1.403508 -0.02 -0.05 0.08 -0.864
H -5.299224 -0.556167 -2.632581 0.00 0.00 0.00 0.343
C -3.275148 -0.994718 -3.206003 0.00 -0.03 0.01 -0.740
C 2.112330 0.571706 2.087904 -0.02 0.00 0.02 -0.499
H -0.330577 1.551876 5.249410 0.00 0.02 0.00 0.439
H 0.114116 2.308447 -4.285568 0.00 0.01 0.01 0.436
H -5.653914 -1.824188 3.467360 0.00 0.00 0.00 0.391
C -4.277998 -0.665926 -2.287384 -0.01 -0.03 0.00 -0.655
H -2.941284 1.505106 -3.011174 0.02 0.04 -0.01 -0.070
H 2.240796 -0.512556 2.131671 0.01 -0.01 0.00 0.498
H 1.079434 2.170546 -2.782586 0.00 0.00 0.02 0.315
C 0.306344 2.670624 2.845549 -0.01 0.05 -0.03 0.847
C 0.265421 5.378251 3.456609 0.01 0.02 0.01 -0.540
H -1.573203 5.227107 -2.020465 0.00 -0.01 0.00 0.347
C -0.968077 -0.305624 6.091742 0.00 -0.01 0.00 -0.695
N -2.258515 -0.360901 0.805846 0.00 -0.17 -0.13 0.262
C 1.077975 4.517953 4.185204 0.00 0.00 0.00 -0.843
H -3.517980 -1.154047 -4.247998 0.00 0.00 0.00 0.381
H -1.122798 5.565541 1.833273 0.00 0.00 0.00 0.458
Pd -0.458005 0.407069 0.423507 0.03 0.28 -0.05 0.122
H -1.175874 0.127904 7.061350 0.00 0.00 0.00 0.408
C -3.998520 -0.458473 -0.954346 0.02 0.03 -0.03 -0.225
H -5.585621 0.223818 4.865690 0.00 0.00 0.00 0.401
C -4.955360 -1.029867 3.234277 -0.01 0.02 0.03 -0.624
C -0.469384 -1.405051 3.593224 0.00 0.03 0.01 -0.708
H 2.805614 1.035510 2.786936 -0.03 0.00 0.02 0.437
C -3.157338 0.984954 2.624487 0.02 0.00 0.00 -0.345
H 1.696922 4.900892 4.985954 0.00 0.00 0.00 0.401
```
Forces are in eV/Å.